{"formula": "C5H11N2", "method": "the ωB97M-V functional and the def2-TZVPD basis", "homo_ev": [-8.40, -14.70], "de_lowest_kj_mol": 106.0, "spin_multiplicity": 3, "charge": 1, "energy_ha": -306.1983, "s_squared": 2.006, "species": ["C", "C", "C", "C", "C", "N", "N", "H", "H", "H", "H", "H", "H", "H", "H", "H", "H", "H"], "positions_angstrom": [[0.29210, 0.84832, -0.04908], [1.23334, 1.77781, -0.02574], [-1.19858, 1.10159, 0.08583], [-0.75446, -1.18845, 0.19809], [1.71555, -1.18612, -0.06059], [0.44332, -0.52848, -0.23403], [-1.79853, -0.22091, -0.24823], [2.27645, 1.53978, -0.09434], [0.97683, 2.81646, 0.05691], [-1.44903, 1.36911, 1.11554], [-1.55750, 1.88639, -0.57899], [-0.86795, -2.16621, -0.27979], [-0.83462, -1.30599, 1.29373], [1.61747, -2.22616, -0.36449], [2.44713, -0.70615, -0.70589], [2.06895, -1.14483, 0.97419], [-2.71372, -0.37462, 0.18461], [-1.89676, -0.29153, -1.26769]], "mulliken_spin": [0.6283, 0.9797, 0.0040, -0.0249, -0.0031, 0.2610, 0.0291, 0.0216, 0.0042, 0.0417, 0.0109, 0.0215, 0.0165, -0.0035, 0.0183, 0.0010, 0.0037, -0.0100]}

{"formula": "C30H50As2ClF6IrO3P", "method": "the ωB97M-V functional and the def2-TZVPD basis", "homo_ev": [-13.78, -14.78], "spin_multiplicity": 6, "charge": 2, "energy_ha": -7374.8952, "s_squared": 8.778, "species": ["Ir", "C", "As", "C", "C", "H", "H", "H", "H", "H", "H", "H", "H", "H", "C", "C", "C", "C", "C", "C", "P", "C", "C", "C", "C", "C", "C", "C", "C", "C", "C", "C", "C", "H", "H", "H", "H", "H", "H", "H", "H", "H", "H", "H", "H", "H", "H", "H", "H", "H", "H", "H", "H", "H", "H", "H", "H", "H", "H", "H", "H", "H", "H", "H", "H", "H", "C", "C", "C", "C", "Cl", "C", "C", "C", "O", "C", "C", "O", "O", "H", "H", "H", "H", "H", "H", "H", "H", "F", "As", "F", "F", "F", "F", "F"], "positions_angstrom": [[-0.17322, -1.20995, -0.00131], [3.51368, -0.91085, 1.03919], [2.24998, -1.19255, -0.42991], [3.02288, 0.00725, -1.77771], [2.89338, -2.91275, -1.06161], [4.47058, -1.35115, 0.74809], [3.15628, -1.39255, 1.94999], [3.66368, 0.15385, 1.21719], [4.07608, -0.25205, -1.91451], [2.96378, 1.05025, -1.46171], [2.50788, -0.11105, -2.73151], [3.94968, -2.83465, -1.33011], [2.32678, -3.23855, -1.93121], [2.77578, -3.64865, -0.26641], [-3.66712, 5.66335, 1.64499], [-4.26462, 4.80955, 0.53619], [-3.22822, 3.86025, -0.09941], [-2.12762, 3.53035, 0.90709], [-2.75642, 3.40195, 2.29929], [-3.12942, 4.80005, 2.78809], [-1.10232, 2.02945, 0.48959], [-0.82452, 1.74305, -1.33561], [-0.23032, 2.98975, -2.02071], [-0.53322, 2.96095, -3.52541], [-0.39022, 1.55105, -4.08351], [-1.40732, 0.59545, -3.43551], [-1.99042, 1.20065, -2.15531], [0.62198, 2.14425, 1.25859], [0.64188, 1.23925, 2.50449], [1.86718, 1.45695, 3.38059], [1.94898, 2.90285, 3.89159], [1.05998, 3.84775, 3.08449], [1.16478, 3.54415, 1.59419], [-4.41472, 6.36635, 2.01969], [-2.86222, 6.27475, 1.22099], [-4.69532, 5.44755, -0.23611], [-5.08152, 4.22035, 0.95869], [-2.80502, 4.34065, -0.98331], [-3.73612, 2.94735, -0.41541], [-1.39792, 4.35025, 0.94039], [-2.09182, 2.91375, 3.01319], [-3.64982, 2.77625, 2.21889], [-2.26682, 5.29045, 3.24599], [-3.88212, 4.71295, 3.57379], [-0.06352, 0.92835, -1.32351], [0.84928, 3.02085, -1.86471], [-0.65342, 3.89975, -1.59391], [0.15778, 3.62965, -4.03491], [-1.53682, 3.33805, -3.71561], [0.62878, 1.20515, -3.89531], [-0.52202, 1.57025, -5.16481], [-0.92112, -0.35645, -3.18951], [-2.22112, 0.37635, -4.12491], [-2.55172, 0.43495, -1.62561], [-2.68672, 1.99765, -2.40711], [1.26578, 1.68405, 0.49129], [0.61888, 0.19215, 2.17359], [-0.25202, 1.41335, 3.10439], [2.76688, 1.21345, 2.81799], [1.81358, 0.75975, 4.21729], [2.98418, 3.24125, 3.84069], [1.65498, 2.94335, 4.93779], [1.37308, 4.87425, 3.27329], [0.02318, 3.75875, 3.40759], [2.22008, 3.56485, 1.31359], [0.67768, 4.32695, 1.01359], [2.35888, -7.18565, 0.95339], [2.35008, -6.93785, -0.50811], [3.42408, -7.27925, -1.30441], [3.42008, -7.00785, -2.67361], [4.74248, -7.46075, -3.64181], [2.32018, -6.35135, -3.25961], [1.23868, -6.00955, -2.48821], [1.21068, -6.31795, -1.11431], [0.18948, -6.08185, -0.30091], [-0.88132, -5.24765, -0.66191], [-0.42522, -3.77595, -0.50441], [-0.41392, -3.02425, -1.49631], [-0.03782, -3.42325, 0.62349], [3.37438, -7.24175, 1.33189], [1.87748, -8.13865, 1.17269], [1.79948, -6.42375, 1.49019], [4.27868, -7.76885, -0.86301], [2.32508, -6.12875, -4.31591], [0.39668, -5.52125, -2.94861], [-1.67202, -5.42165, 0.07399], [-1.25852, -5.41645, -1.67281], [-1.53682, -0.54375, 1.82149], [-3.31952, -0.90415, 1.36169], [-3.06802, -2.44925, 2.02889], [-3.75992, -0.09995, 2.80449], [-4.86842, -1.19625, 0.75069], [-3.32152, 0.72745, 0.56929], [-2.53582, -1.45455, -0.20791]], "mulliken_spin": [2.3598, 0.0051, 0.1130, 0.0148, 0.0088, 0.0014, 0.0035, -0.0003, 0.0016, 0.0012, 0.0001, 0.0023, -0.0053, -0.0016, -0.0006, 0.0022, 0.0056, 0.2198, 0.0660, 0.0016, 0.3656, 0.0588, 0.0817, 0.0085, 0.0013, -0.0118, 0.0499, 0.1578, 0.0732, 0.0162, 0.0018, 0.0084, 0.0117, 0.0003, 0.0013, 0.0001, -0.0001, -0.0001, -0.0004, 0.0091, -0.0159, 0.0061, -0.0007, -0.0001, 0.0645, 0.0044, -0.0054, 0.0025, 0.0007, 0.0001, 0.0006, 0.0094, -0.0006, 0.0037, -0.0033, 0.0124, -0.0161, -0.0063, -0.0007, 0.0004, 0.0001, 0.0004, 0.0019, -0.0006, 0.0085, -0.0078, 0.0041, 0.1763, -0.0315, 0.2404, 0.1076, 0.0758, 0.0427, 0.1916, 0.1642, 0.0142, -0.0274, 0.1145, 0.1094, 0.0029, 0.0124, 0.0027, 0.0005, -0.0021, -0.0046, -0.0002, -0.0003, 0.0540, -0.0010, 0.0000, 0.0019, 0.0007, 0.0377, 0.0231]}

{"formula": "CH7N2O3P", "method": "the ωB97M-V functional and the def2-TZVPD basis", "homo_ev": -9.85, "de_lowest_kj_mol": 0.0, "smiles": "NP(N)(=O)OCO", "charge": 0, "energy_ha": -718.9654, "species": ["N", "P", "N", "O", "O", "C", "O", "H", "H", "H", "H", "H", "H", "H"], "positions_angstrom": [[0.71786, -0.30507, -1.67310], [1.31798, -0.45054, -0.09525], [1.19870, 1.11749, 0.51413], [2.65173, -0.96999, 0.09054], [0.25557, -1.28776, 0.73808], [-1.08118, -1.25008, 0.15056], [-1.65343, -0.05069, 0.42936], [1.46256, 0.08705, -2.34524], [0.47373, -1.19574, -2.05717], [0.41043, 1.37856, 1.10071], [1.99307, 1.67625, 0.72945], [-1.61956, -2.02769, 0.61937], [-0.89930, -1.59224, -0.89698], [-1.41322, 0.74880, -0.12055]], "lowdin_charge": [-0.0829, 0.3232, -0.0448, -0.2832, -0.1706, -0.3185, -0.0128, 0.1110, 0.0303, 0.0499, 0.0435, 0.1183, 0.1099, 0.1265]}

{"formula": "H16O8", "method": "the ωB97M-V functional and the def2-TZVPD basis", "homo_ev": -10.78, "de_lowest_kj_mol": 190.8, "smiles": "O.O.O.O.O.O.O.O", "charge": 0, "energy_ha": -611.5099, "species": ["O", "H", "H", "O", "H", "H", "O", "H", "H", "O", "H", "H", "O", "H", "H", "O", "H", "H", "O", "H", "H", "O", "H", "H"], "positions_angstrom": [[-4.50800, -1.10700, 24.79700], [-3.85500, -0.52700, 25.22500], [-4.38800, -1.03000, 23.83700], [0.81900, 3.19800, 24.26500], [1.25400, 3.62300, 23.50100], [-0.09800, 3.00000, 23.99900], [-1.49200, 1.75400, 22.91400], [-1.11700, 0.95800, 22.50900], [-2.13300, 2.15700, 22.25500], [-2.89200, 1.14500, 25.16900], [-2.66500, 1.81900, 25.78500], [-2.59100, 1.44800, 24.31900], [-5.11500, 2.03600, 23.78300], [-4.42400, 1.72900, 24.42100], [-5.19500, 3.01600, 23.74500], [-3.03900, 3.93100, 25.05100], [-3.19800, 4.59100, 25.72700], [-2.32700, 4.15600, 24.51200], [-0.56500, -0.63200, 24.91700], [-0.54600, -0.88000, 24.00100], [-1.26200, -0.00100, 24.91600], [-3.79600, 2.56800, 21.39400], [-4.24400, 2.17800, 20.68700], [-4.20300, 2.21600, 22.19900]], "lowdin_charge": [-0.0715, 0.0017, 0.0344, -0.0762, 0.0456, -0.0089, -0.0640, 0.0746, 0.0577, -0.0586, 0.0565, -0.0094, -0.0814, 0.0111, 0.0663, 0.0030, 0.0665, 0.0124, -0.0227, 0.0188, -0.0391, -0.0360, 0.0232, -0.0039]}